Record 1
{"formula": "C39H57F7O16Si", "method": "the ωB97M-V functional and the def2-TZVPD basis", "smiles": "C=C[Si@@H](CCC(F)(F)F)C(F)(F)C(F)F.O=C1CCCO1.O=C1CCCO1.O=C1CCCO1.O=C1CCCO1.O=C1CCCO1.O=C1CCCO1.O=C1CCCO1.O=C1CCCO1", "lumo_energy_ev": 0.27, "gap_ev": 10.2651, "total_energy_ev": -101030.617, "symbols": ["C", "C", "Si", "C", "C", "C", "F", "F", "F", "C", "F", "F", "C", "F", "F", "H", "H", "H", "H", "H", "H", "H", "H", "H", "O", "C", "C", "C", "C", "O", "H", "H", "H", "H", "H", "H", "O", "C", "C", "C", "C", "O", "H", "H", "H", "H", "H", "H", "O", "C", "C", "C", "C", "O", "H", "H", "H", "H", "H", "H", "O", "C", "C", "C", "C", "O", "H", "H", "H", "H", "H", "H", "O", "C", "C", "C", "C", "O", "H", "H", "H", "H", "H", "H", "O", "C", "C", "C", "C", "O", "H", "H", "H", "H", "H", "H", "O", "C", "C", "C", "C", "O", "H", "H", "H", "H", "H", "H", "O", "C", "C", "C", "C", "O", "H", "H", "H", "H", "H", "H"], "xyz": [[3.821, 1.997, -0.409], [3.438, 3.124, 0.182], [3.662, 3.471, 1.985], [5.042, 2.507, 2.817], [4.845, 1.000, 3.021], [3.546, 0.602, 3.666], [2.516, 0.590, 2.794], [3.632, -0.653, 4.164], [3.185, 1.415, 4.679], [4.086, 5.354, 2.209], [4.829, 5.555, 3.346], [4.839, 5.834, 1.168], [2.887, 6.287, 2.317], [2.140, 6.143, 1.190], [2.127, 5.915, 3.372], [3.581, 1.801, -1.450], [4.381, 1.224, 0.107], [2.891, 3.855, -0.412], [2.371, 3.280, 2.672], [5.275, 2.998, 3.765], [5.924, 2.634, 2.178], [5.638, 0.605, 3.662], [4.917, 0.450, 2.084], [3.176, 7.334, 2.435], [-2.721, 2.771, 0.995], [-2.336, 3.755, 1.562], [-3.018, 4.524, 2.676], [-2.269, 5.853, 2.690], [-0.897, 5.436, 2.171], [-1.153, 4.339, 1.269], [-2.880, 3.965, 3.604], [-4.083, 4.609, 2.479], [-2.224, 6.329, 3.667], [-2.735, 6.549, 1.991], [-0.242, 5.077, 2.965], [-0.382, 6.212, 1.612], [-3.633, 3.321, 6.450], [-4.258, 2.615, 5.712], [-3.999, 1.160, 5.362], [-4.807, 0.970, 4.081], [-5.927, 1.988, 4.261], [-5.334, 3.058, 5.028], [-4.365, 0.546, 6.188], [-2.932, 0.991, 5.247], [-5.180, -0.041, 3.930], [-4.199, 1.242, 3.215], [-6.772, 1.589, 4.824], [-6.300, 2.404, 3.331], [6.271, -1.304, 1.433], [5.456, -2.005, 0.900], [5.526, -3.478, 0.561], [4.365, -3.660, -0.417], [3.403, -2.567, 0.036], [4.248, -1.512, 0.540], [5.383, -4.040, 1.488], [6.505, -3.723, 0.160], [3.907, -4.644, -0.403], [4.698, -3.457, -1.435], [2.751, -2.898, 0.846], [2.796, -2.159, -0.766], [1.594, -4.228, -1.900], [0.763, -3.479, -2.333], [-0.303, -2.715, -1.569], [-1.274, -2.291, -2.667], [-0.350, -2.193, -3.874], [0.672, -3.189, -3.647], [0.176, -1.859, -1.087], [-0.734, -3.348, -0.798], [-1.801, -1.360, -2.469], [-2.015, -3.075, -2.830], [0.131, -1.216, -3.947], [-0.840, -2.408, -4.816], [-2.188, -1.046, -6.430], [-1.506, -0.114, -6.751], [-1.309, 0.465, -8.133], [-0.045, 1.305, -7.972], [-0.108, 1.685, -6.496], [-0.766, 0.577, -5.851], [-2.186, 1.072, -8.368], [-1.234, -0.343, -8.856], [0.005, 2.172, -8.627], [0.834, 0.686, -8.157], [-0.706, 2.582, -6.323], [0.865, 1.813, -6.028], [5.496, -5.488, 3.824], [5.414, -4.713, 4.731], [4.278, -3.765, 5.060], [4.926, -2.775, 6.019], [6.011, -3.627, 6.668], [6.397, -4.573, 5.654], [3.481, -4.346, 5.530], [3.891, -3.313, 4.151], [4.243, -2.333, 6.741], [5.382, -1.966, 5.448], [5.641, -4.181, 7.533], [6.898, -3.069, 6.957], [-0.834, -2.688, -9.248], [-0.946, -3.755, -8.716], [-1.555, -4.082, -7.367], [-1.023, -5.482, -7.078], [-0.839, -6.036, -8.488], [-0.509, -4.896, -9.301], [-2.642, -4.057, -7.471], [-1.265, -3.326, -6.647], [-1.680, -6.095, -6.465], [-0.056, -5.416, -6.578], [-1.756, -6.480, -8.881], [-0.029, -6.755, -8.580], [-8.902, 1.691, 2.880], [-8.644, 1.217, 1.813], [-9.566, 0.524, 0.829], [-8.596, -0.193, -0.107], [-7.365, 0.706, -0.027], [-7.387, 1.253, 1.303], [-10.144, 1.296, 0.316], [-10.253, -0.129, 1.359], [-8.962, -0.316, -1.123], [-8.358, -1.180, 0.292], [-7.412, 1.535, -0.737], [-6.422, 0.183, -0.157]], "lowdin_charge": [-0.0353, -0.2330, 0.7735, -0.2264, -0.1334, -0.6282, 0.1140, 0.1143, 0.1274, -0.5012, 0.0449, 0.0489, -0.3473, 0.0613, 0.0627, 0.0585, 0.0372, 0.0613, 0.0291, 0.0832, 0.0983, 0.1323, 0.0787, 0.1709, 0.1055, -0.4885, -0.0712, -0.1372, -0.1547, 0.0255, 0.1220, 0.1285, 0.1194, 0.1179, 0.1171, 0.1141, 0.1093, -0.5095, -0.0736, -0.1436, -0.1471, 0.0176, 0.1292, 0.1235, 0.1145, 0.1100, 0.1258, 0.1043, 0.1071, -0.4795, -0.0583, -0.1431, -0.1466, 0.0017, 0.1187, 0.1291, 0.1141, 0.1219, 0.1321, 0.1073, 0.1091, -0.4896, -0.0732, -0.1362, -0.1416, 0.0306, 0.1277, 0.1260, 0.1198, 0.1195, 0.1242, 0.0881, 0.1065, -0.4740, -0.0690, -0.1422, -0.1461, 0.0109, 0.1345, 0.1049, 0.1154, 0.1205, 0.1259, 0.1240, 0.1139, -0.4845, -0.0747, -0.1577, -0.1482, 0.0249, 0.1334, 0.1111, 0.1190, 0.1063, 0.1252, 0.1243, 0.1175, -0.4697, -0.0733, -0.1444, -0.1518, 0.0262, 0.1393, 0.0848, 0.1151, 0.1195, 0.1253, 0.1240, 0.1244, -0.4814, -0.0734, -0.1493, -0.1462, 0.0058, 0.1324, 0.1256, 0.1147, 0.1174, 0.1277, 0.1262]}

=====

Record 2
{"formula": "C4H27NO10", "method": "the ωB97M-V functional and the def2-TZVPD basis", "smiles": "N[C@@H](CO)CCO.O.O.O.O.O.O.O.O", "lumo_energy_ev": 0.20, "gap_ev": 9.5978, "total_energy_ev": -26547.836, "symbols": ["N", "C", "C", "O", "C", "C", "O", "H", "H", "H", "H", "H", "H", "H", "H", "H", "H", "H", "O", "H", "H", "O", "H", "H", "O", "H", "H", "O", "H", "H", "O", "H", "H", "O", "H", "H", "O", "H", "H", "O", "H", "H"], "xyz": [[-0.340, 0.337, -0.329], [-1.417, 0.327, -1.350], [-1.163, 1.417, -2.405], [-1.036, 2.755, -1.880], [-1.414, -0.991, -2.204], [-1.421, -2.164, -1.212], [-0.042, -2.610, -0.847], [-0.657, 0.894, 0.432], [0.543, 0.477, -0.686], [-2.302, 0.607, -0.701], [-1.869, 1.627, -3.192], [-0.271, 1.128, -2.983], [-0.973, 3.480, -2.617], [-0.619, -1.061, -3.076], [-2.338, -0.829, -2.914], [-1.818, -3.200, -1.288], [-1.897, -1.953, -0.354], [0.493, -1.929, -0.804], [0.635, -1.539, 3.891], [0.119, -2.150, 3.278], [0.758, -0.850, 3.177], [2.787, 1.054, -0.869], [2.999, 0.477, -0.111], [2.292, 0.358, -1.394], [-2.073, 0.106, 2.732], [-1.213, -0.398, 2.949], [-2.811, -0.297, 2.504], [-0.532, -1.856, 1.669], [0.045, -1.058, 1.419], [-0.367, -2.478, 1.010], [1.932, -0.418, -3.029], [2.663, 0.275, -3.281], [1.309, -0.333, -3.795], [2.936, -0.955, 1.181], [3.908, -1.100, 1.286], [2.644, -0.263, 1.802], [1.709, 1.550, 2.757], [1.395, 2.315, 3.325], [1.147, 1.648, 1.920], [-0.905, 2.404, 2.026], [-1.613, 1.961, 2.407], [-1.221, 3.236, 1.558]], "nbo_charge": [-0.8977, -0.0728, -0.0733, -0.7475, -0.4588, -0.0913, -0.7331, 0.4037, 0.3712, 0.2167, 0.1728, 0.1439, 0.4764, 0.2204, 0.2318, 0.2049, 0.1809, 0.4598, -0.9497, 0.4925, 0.4406, -0.9797, 0.4824, 0.4702, -0.9985, 0.5223, 0.4751, -0.9851, 0.4848, 0.4991, -0.9586, 0.4956, 0.4801, -0.9735, 0.4914, 0.5002, -0.9914, 0.4973, 0.4960, -0.9884, 0.5030, 0.4859]}

=====

Record 3
{"formula": "C18H18Cl2CsF4N3O5", "method": "the ωB97M-V functional and the def2-TZVPD basis", "lumo_energy_ev": 4.06, "charge": -2, "gap_ev": 5.8538, "total_energy_ev": -70132.263, "symbols": ["Cs", "C", "N", "C", "C", "C", "N", "C", "C", "F", "C", "F", "C", "C", "F", "C", "F", "H", "H", "H", "H", "H", "H", "H", "H", "H", "H", "H", "O", "C", "O", "C", "C", "C", "C", "C", "N", "C", "O", "O", "H", "H", "H", "Cl", "C", "Cl", "H", "H", "O", "H", "H"], "xyz": [[-0.383, -0.254, -0.310], [0.630, 3.097, -0.661], [0.860, 2.504, 0.647], [2.077, 3.000, 1.243], [-0.315, 2.726, 1.487], [-0.280, 2.058, 2.855], [-0.281, 0.618, 2.703], [-0.276, -0.133, 3.784], [-0.313, -1.563, 3.643], [-0.367, -2.078, 2.389], [-0.323, -2.443, 4.688], [-0.374, -3.771, 4.415], [-0.288, -2.041, 6.019], [-0.247, -0.673, 6.204], [-0.210, -0.190, 7.476], [-0.241, 0.237, 5.173], [-0.195, 1.555, 5.536], [0.406, 4.177, -0.585], [-0.223, 2.603, -1.134], [1.504, 2.951, -1.294], [2.018, 4.081, 1.480], [2.905, 2.849, 0.548], [2.303, 2.461, 2.162], [-1.181, 2.336, 0.944], [-0.480, 3.815, 1.609], [-1.164, 2.428, 3.394], [0.581, 2.434, 3.424], [-0.290, -2.744, 6.836], [-4.412, 0.820, -2.695], [-3.189, 0.696, -2.498], [-2.468, 1.236, -1.629], [-2.475, -0.261, -3.485], [-3.137, -0.666, -4.640], [-2.502, -1.542, -5.504], [-1.243, -2.017, -5.175], [-0.653, -1.567, -4.000], [-1.248, -0.694, -3.183], [0.727, -2.108, -3.590], [1.138, -3.111, -4.193], [1.311, -1.493, -2.652], [-4.133, -0.284, -4.812], [-2.991, -1.863, -6.418], [-0.700, -2.729, -5.779], [4.674, -4.058, -1.360], [3.004, -3.459, -1.131], [2.832, -2.596, 0.406], [2.352, -4.323, -1.111], [2.737, -2.783, -1.939], [1.841, 1.153, -3.093], [0.932, 1.418, -3.271], [1.751, 0.189, -2.927]], "lowdin_charge": [1.1345, -0.1378, -0.3281, -0.1097, -0.2537, -0.2728, -0.0307, -0.2286, -0.1693, -0.0033, -0.2493, 0.0483, -0.0036, -0.2561, 0.0380, -0.1457, 0.0247, 0.0852, 0.0460, 0.0699, 0.0845, 0.0827, 0.0755, 0.0891, 0.1157, 0.1120, 0.0964, 0.1047, -0.0501, -0.6895, -0.2033, -0.1870, -0.0260, -0.0775, -0.0268, -0.1882, 0.0827, -0.6318, -0.0183, -0.1840, 0.1020, 0.0916, 0.1026, 0.4477, -0.9940, 0.5076, 0.0275, -0.0091, -0.0986, 0.0184, -0.0147]}

=====

Record 4
{"formula": "C57H54As2BKN10PS", "method": "the ωB97M-V functional and the def2-TZVPD basis", "lumo_energy_ev": 2.04, "charge": -1, "gap_ev": 6.0635, "total_energy_ev": -233694.321, "symbols": ["K", "C", "C", "N", "N", "C", "B", "N", "C", "C", "C", "N", "N", "C", "C", "C", "N", "H", "H", "H", "H", "H", "H", "H", "H", "H", "H", "C", "C", "As", "C", "C", "C", "C", "C", "C", "C", "C", "C", "C", "C", "C", "As", "C", "C", "C", "C", "C", "C", "C", "C", "C", "C", "C", "C", "H", "H", "H", "H", "H", "H", "H", "H", "H", "H", "H", "H", "H", "H", "H", "H", "H", "H", "H", "H", "H", "H", "H", "H", "N", "P", "C", "C", "C", "C", "C", "C", "C", "C", "C", "C", "C", "C", "C", "C", "C", "C", "C", "N", "H", "H", "H", "H", "H", "H", "H", "H", "H", "H", "H", "H", "H", "H", "H", "C", "C", "C", "C", "N", "C", "S", "N", "H", "H", "H", "H", "H"], "xyz": [[0.789, 0.283, 0.361], [0.930, 0.203, 4.759], [0.123, -0.225, 3.705], [0.864, -0.638, 2.689], [2.138, -0.478, 3.049], [2.211, 0.023, 4.292], [3.371, -0.829, 2.208], [3.878, 0.413, 1.464], [5.024, 1.058, 1.738], [5.053, 2.220, 1.001], [3.852, 2.191, 0.291], [3.165, 1.101, 0.577], [3.023, -1.967, 1.239], [3.582, -3.184, 1.279], [2.962, -3.982, 0.342], [2.015, -3.133, -0.232], [2.067, -1.930, 0.318], [0.625, 0.577, 5.716], [-0.951, -0.251, 3.654], [3.154, 0.214, 4.766], [4.238, -1.205, 2.945], [5.747, 0.663, 2.427], [5.809, 2.980, 0.993], [3.474, 2.921, -0.400], [4.379, -3.421, 1.957], [3.164, -5.012, 0.117], [1.310, -3.344, -1.016], [-3.196, -2.066, 0.260], [-3.581, -0.663, 0.713], [-2.384, 0.753, 0.015], [-3.008, 0.835, -1.849], [-2.309, 1.726, -2.660], [-2.579, 1.836, -4.010], [-3.574, 1.060, -4.582], [-4.304, 0.195, -3.786], [-4.018, 0.082, -2.435], [-3.482, 2.260, 0.657], [-2.915, 3.134, 1.578], [-3.626, 4.226, 2.048], [-4.920, 4.453, 1.614], [-5.503, 3.577, 0.712], [-4.788, 2.493, 0.234], [-1.248, -2.451, 0.437], [-1.444, -4.366, -0.101], [-2.008, -5.319, 0.742], [-2.054, -6.657, 0.391], [-1.511, -7.077, -0.811], [-0.966, -6.142, -1.675], [-0.951, -4.801, -1.328], [-1.165, -2.907, 2.317], [-2.165, -2.679, 3.250], [-1.968, -2.975, 4.590], [-0.779, -3.540, 5.012], [0.209, -3.820, 4.080], [0.015, -3.500, 2.752], [-3.413, -2.181, -0.811], [-3.787, -2.826, 0.790], [-3.488, -0.569, 1.801], [-4.630, -0.436, 0.465], [-1.546, 2.343, -2.200], [-2.014, 2.531, -4.616], [-3.786, 1.134, -5.641], [-5.101, -0.394, -4.221], [-4.606, -0.603, -1.836], [-1.897, 2.965, 1.923], [-3.154, 4.898, 2.750], [-5.476, 5.310, 1.971], [-6.519, 3.747, 0.377], [-5.252, 1.824, -0.487], [-2.413, -5.016, 1.701], [-2.502, -7.378, 1.063], [-1.505, -8.128, -1.069], [-0.538, -6.463, -2.616], [-0.544, -4.071, -2.020], [-3.111, -2.240, 2.957], [-2.742, -2.743, 5.310], [-0.628, -3.764, 6.059], [1.144, -4.262, 4.395], [0.792, -3.698, 2.026], [1.259, 1.144, -3.821], [1.111, -0.229, -2.784], [2.871, -0.689, -2.620], [3.808, 0.270, -2.260], [5.114, -0.093, -1.988], [5.495, -1.421, -2.066], [4.571, -2.380, -2.447], [3.267, -2.018, -2.720], [0.688, -1.377, -4.160], [-0.496, -2.094, -4.070], [-0.891, -2.932, -5.099], [-0.105, -3.049, -6.235], [1.083, -2.341, -6.331], [1.479, -1.509, -5.301], [1.000, 2.344, -3.212], [0.821, 3.550, -3.895], [0.613, 4.689, -3.141], [0.588, 4.594, -1.757], [0.779, 3.351, -1.171], [0.974, 2.255, -1.885], [1.040, 1.055, -4.805], [3.499, 1.298, -2.178], [5.834, 0.659, -1.699], [6.511, -1.711, -1.836], [4.871, -3.415, -2.525], [2.551, -2.771, -3.014], [-1.103, -1.978, -3.178], [-1.810, -3.493, -5.015], [-0.419, -3.690, -7.047], [1.702, -2.445, -7.213], [2.412, -0.966, -5.371], [0.861, 3.596, -4.973], [0.476, 5.647, -3.622], [0.428, 5.467, -1.145], [0.781, 3.227, -0.093], [-1.480, 6.001, 5.572], [-0.444, 5.757, 4.509], [0.521, 6.712, 4.191], [1.417, 6.349, 3.192], [1.389, 5.192, 2.580], [0.433, 4.316, 2.961], [0.407, 2.802, 2.232], [-0.496, 4.591, 3.901], [-1.358, 6.977, 6.037], [-1.398, 5.230, 6.336], [-2.476, 5.934, 5.140], [0.566, 7.672, 4.685], [2.202, 7.030, 2.867]], "lowdin_charge": [0.3022, -0.0739, -0.2084, -0.0486, -0.0326, -0.0914, -0.5557, -0.0272, -0.0952, -0.0706, -0.1841, -0.0199, -0.0196, -0.0929, -0.0736, -0.2326, -0.0188, 0.0862, 0.1011, 0.1131, 0.1160, 0.1067, 0.0811, 0.0972, 0.1096, 0.0867, 0.0701, -0.4526, -0.4562, 1.2863, -0.3785, -0.1189, -0.0847, -0.0986, -0.0972, -0.1206, -0.3668, -0.1212, -0.0781, -0.1031, -0.1076, -0.1192, 1.3099, -0.3516, -0.1039, -0.0911, -0.1047, -0.0944, -0.1300, -0.4271, -0.1303, -0.0965, -0.0919, -0.0704, -0.1200, 0.0474, 0.0679, 0.0504, 0.0659, 0.0797, 0.0958, 0.0964, 0.0978, 0.0865, -0.0178, 0.0871, 0.0940, 0.0932, 0.0913, 0.0985, 0.0990, 0.0955, 0.0985, 0.0685, 0.0834, 0.0997, 0.0971, 0.1035, 0.0841, -0.0980, 1.0563, -0.3602, -0.0983, -0.0778, -0.0856, -0.0891, -0.1277, -0.3685, -0.1117, -0.0865, -0.0951, -0.0875, -0.1046, -0.4374, -0.0365, -0.0800, -0.0576, -0.1605, 0.0392, 0.1015, 0.0793, 0.1013, 0.0969, 0.1007, 0.0980, 0.0860, 0.1016, 0.0966, 0.0996, 0.1112, 0.1020, 0.1014, 0.1021, 0.0022, -0.0458, -0.3776, -0.0585, -0.1852, 0.0322, -0.8450, 0.6386, 0.0787, 0.0630, 0.0753, 0.0644, 0.0831, 0.0940]}